# 1
C28H50Cl24FGaNO3 as an isolated structure in a non-equilibrium geometry. Source: the OMol25 dataset; level of theory: the ωB97M-V functional and the def2-TZVPD basis.

As for the total charge: -1.

Geometry (Å):
Ga: 1.57471 -0.98498 -3.37365
Cl: -5.44390 0.14986 6.93160
Cl: -6.05846 1.54384 1.63149
Cl: 2.58820 -2.58559 5.49967
Cl: -9.89183 4.90943 5.27850
Cl: -3.70803 6.90810 -1.71299
Cl: -7.55023 -3.68785 -0.52448
Cl: 2.40509 -8.29077 1.82568
Cl: -4.67083 4.50272 -0.36997
Cl: 3.54508 -0.03934 8.10360
Cl: 4.46898 -3.82053 1.42085
Cl: 1.05737 1.77438 -8.01321
Cl: 2.40787 -1.19795 1.74015
Cl: 3.85957 1.29001 1.26303
Cl: 3.98522 1.65341 10.43811
Cl: 8.27031 0.63182 7.50349
Cl: -0.93652 3.51522 -6.78419
Cl: 3.57147 -7.21564 4.27379
Cl: 3.30786 -4.91110 -1.02426
Cl: 5.40183 -3.14362 6.03207
Cl: -4.77795 -3.44302 -1.39668
Cl: -6.34196 -0.41606 -0.51020
Cl: -6.03153 1.76536 4.57451
Cl: -9.30715 3.29458 7.63613
Cl: 5.80574 1.06740 6.00395
F: 0.41062 2.22196 -1.40987
O: 5.05219 -1.22919 -2.31852
O: 4.30258 -0.14242 -4.30069
O: -2.52806 2.13379 -0.98694
N: -1.41980 -0.73466 -1.64537
C: -2.55837 2.05359 -2.42422
C: 3.94754 -3.66737 5.17322
C: -5.91182 1.25175 -0.10792
C: 5.00952 -0.23107 -3.08978
C: -2.43586 3.43415 -3.17617
C: -8.65718 3.98709 6.14511
C: 5.87308 1.07171 -2.66407
C: -4.08901 6.15824 -0.15783
C: -0.58007 -3.04287 -2.50216
C: 6.66543 -0.00331 7.11674
C: -2.53633 2.02474 -5.53341
C: 1.84748 0.13881 -1.66637
C: 4.60429 -3.92068 -0.34270
C: 1.95045 2.26114 -3.34425
C: -2.73203 -0.65109 -2.35903
C: -2.66051 0.72519 -3.21719
C: 0.20205 3.31739 -8.12618
C: 3.34876 -1.24142 -4.47485
C: -2.65948 0.67076 -4.76635
C: 2.93084 1.31333 9.05997
C: 2.96447 0.32541 2.44324
C: 3.70378 -7.30814 2.51199
C: -6.31599 -4.27497 -1.64683
C: 0.98193 -2.90897 -2.86400
C: 1.71131 1.72709 -1.85542
C: -4.79665 0.84321 5.43972
C: -1.05662 -2.13101 -1.27225
C: -2.41396 3.37686 -4.73785
H: -7.82974 4.64983 6.39397
H: 1.10286 -0.15722 -0.83806
H: 5.31692 2.04536 -2.92973
H: 1.86310 3.41882 -3.29753
H: 1.13945 -3.54274 -3.82667
H: 6.09046 -0.09385 8.03590
H: -4.86218 6.74419 0.33703
H: 3.64334 -6.30229 2.09841
H: -3.18959 6.14095 0.45617
H: -3.64370 -0.66797 -1.64776
H: 0.92933 4.12801 -8.09743
H: -1.91699 -2.59194 -0.65247
H: -3.96921 1.50627 5.68763
H: 2.10019 0.89491 2.78243
H: 0.50320 -0.39305 -4.40798
H: -1.44555 -0.09604 -0.83961
H: 2.48992 2.22849 -1.16908
H: 2.89164 -0.13488 -1.25044
H: -0.73816 -4.14328 -2.16293
H: -4.88164 1.43740 -0.41332
H: 3.78076 -2.27276 -4.23402
H: -6.65269 -4.09726 -2.66724
H: -2.50694 1.97915 -6.66820
H: -2.83026 -1.53985 -3.09346
H: 6.84827 1.00652 -3.28295
H: 4.54388 -2.91639 -0.76314
H: -2.09202 2.98708 -0.76559
H: 3.61713 0.10691 3.28786
H: -8.30347 3.17974 5.50458
H: -4.44405 0.03671 4.79816
H: -1.18553 -2.88332 -3.45987
H: 4.66154 -7.75691 2.25278
H: 6.06270 1.09545 -1.53817
H: 2.99394 2.05060 -3.76535
H: 1.68252 -3.40245 -2.08049
H: -2.74265 -0.35350 -5.26700
H: -0.14427 -2.04928 -0.56119
H: 2.87874 2.19855 8.42749
H: 5.56310 -4.36979 -0.59705
H: 4.15091 -3.66986 4.10259
H: 3.68643 -4.67191 5.50075
H: 1.09862 1.92760 -4.04359
H: -0.34821 3.34913 -9.06606
H: -2.34049 4.43041 -2.61149
H: 1.93682 1.06369 9.42815
H: -6.58153 1.92742 -0.63860
H: 3.07874 -1.25394 -5.60086
H: 6.77489 -0.98093 6.65194
H: -6.17128 -5.34244 -1.48668
H: -2.29481 4.33199 -5.36856

Cartesian forces (eV/Å) of the 2 atoms listed first:
-0.237 -0.561 0.251
0.085 -0.026 0.028

Results of the Löwdin charge analysis, in e, for atoms 1 through 4:
1 Ga 0.398
2 Cl 0.502
3 Cl 0.463
4 Cl 0.504

# 2
C18H25F7IrN2O5SSe2 as an isolated structure in a non-equilibrium geometry. Source: the OMol25 dataset; level of theory: the ωB97M-V functional and the def2-TZVPD basis.

As for the relative energy (zero: lowest compared OMol25 entry of this formula, charge and spin): 123.18 kJ/mol. As for the total charge: -1.

Geometry (Å):
Ir: 0.15539 -0.36345 -0.93506
Se: -0.17987 0.52040 1.43786
Se: 1.20321 1.93496 -0.92372
S: -0.14659 -0.53854 -3.75905
F: -1.82832 -0.69088 -5.76616
F: 2.30970 -1.90806 2.93304
F: 5.52829 0.63633 -0.57531
F: 3.31311 -0.38657 -1.46294
F: -1.18943 -2.61714 -5.00077
F: -2.62638 -1.43044 -3.89523
F: 4.57181 -0.91786 3.73553
O: 0.66885 -0.01106 -4.80434
O: -2.33428 4.76954 1.11837
O: -0.88285 0.42075 -2.91572
O: 0.94505 3.33344 3.40925
O: 0.43353 -1.61015 -2.93432
N: -1.45977 -1.91300 -0.05972
N: 1.36120 -1.59239 0.20673
C: 5.11149 -0.08297 1.61378
C: -1.96463 -2.90764 -1.04480
C: -0.95350 -3.92039 -1.56001
C: 4.25373 -0.76083 2.43574
C: -3.27533 -0.19004 -0.57734
C: 4.71824 0.02681 0.29804
C: -0.78467 -2.54714 1.07787
C: -0.98535 4.69314 1.60270
C: 1.08860 3.45463 1.98415
C: -0.07487 3.28311 -0.26655
C: -1.10399 2.20996 1.65559
C: -1.52153 -1.37132 -4.65999
C: -2.63854 -1.14297 0.42639
C: 3.06230 -1.29126 1.99459
C: -0.25383 3.39802 1.24317
C: 2.59742 -1.15493 0.67160
C: 0.69149 -2.73717 0.84406
C: 3.53536 -0.49547 -0.16083
H: -1.04311 3.03367 -0.70661
H: 1.13115 -2.98827 1.79668
H: -3.84708 -0.70909 -1.35226
H: -1.25312 -3.51262 1.31640
H: -0.39685 5.54343 1.23395
H: -2.51716 0.41243 -1.07094
H: 0.77882 2.40422 3.59108
H: -3.95658 0.48465 -0.04710
H: -0.70407 -4.66732 -0.80346
H: -1.04544 4.77178 2.68680
H: -2.00400 2.17164 1.04890
H: -3.39559 -1.85982 0.76949
H: -1.40850 2.27920 2.70117
H: -2.30509 -0.56989 1.28316
H: 0.28719 4.20556 -0.71776
H: 6.03871 0.33859 1.97975
H: -0.90468 -1.89932 1.93830
H: -1.39486 -4.44366 -2.41323
H: -0.04350 -3.43285 -1.89989
H: 1.55446 4.42709 1.79678
H: -2.36183 -2.34657 -1.88614
H: -2.80304 -3.45016 -0.58409
H: 0.82699 -3.60174 0.18738
H: -2.32099 4.62072 0.16837
H: 1.74314 2.68888 1.59668

Cartesian forces (eV/Å) of the 2 atoms listed first:
-0.621 0.675 3.132
0.730 -0.509 -0.161

Results of the Löwdin charge analysis, in e, for atoms 1 through 4:
1 Ir 0.820
2 Se 0.827
3 Se 0.637
4 S 0.491

# 3
One molecule with the formula C11H13OP in a non-equilibrium geometry. Source: the OMol25 dataset; level of theory: the ωB97M-V functional and the def2-TZVPD basis.

As for the relative energy (zero: lowest compared OMol25 entry of this formula, charge and spin): 103.03 kJ/mol. As for the total charge: 0.

Geometry (Å):
P: -0.28560 0.38927 -1.03098
O: 0.10050 1.12039 -2.21729
C: 0.95491 2.17851 0.44673
C: -0.95077 -2.34702 -1.29557
C: 1.53019 -1.84016 -1.69397
C: 1.12472 2.96100 1.60280
C: -0.45783 0.66335 1.74380
C: -2.14315 -1.46692 -1.24478
C: 0.28177 -1.64667 -0.92608
C: -1.99706 -0.20658 -0.92397
C: 0.11155 1.08913 0.54231
C: 0.02826 1.23893 2.89815
C: 0.68657 2.47325 2.79865
H: 1.37066 2.43831 -0.43529
H: -0.21636 0.97711 3.90769
H: 1.05638 2.88840 3.74672
H: -1.21163 -0.06979 1.58929
H: 1.70159 3.96296 1.43019
H: 1.42710 -1.64527 -2.78226
H: -0.97652 -2.78760 -2.34737
H: 0.43095 -1.62394 0.27457
H: 1.84992 -3.00988 -1.75783
H: -1.10251 -3.20056 -0.49347
H: 2.27292 -1.10186 -1.40387
H: -2.61591 0.56571 -0.80378
H: -2.97065 -2.00007 -1.62437

Cartesian forces (eV/Å) of the 2 atoms listed first:
-0.636 -5.756 1.651
0.637 1.501 -1.604

Results of the Löwdin charge analysis, in e, for atoms 1 through 4:
1 P 0.757
2 O -0.307
3 C -0.071
4 C -0.261

Calculated total energy
In order: -393104.941, -195679.359, -22952.263
Unit: eV
E_HOMO
In order: -4.75, -4.13, -8.70
Unit: eV